1.
# C15H45AgO17

C15H45AgO17 as an isolated structure at a distorted geometry (wB97M-V/def2-TZVPD, OMol25).

Output
2S+1 = 2
frontier orbital gap (spin up / spin down) = 4.02 / 9.00 eV
charge = -1

Geometry (Å):
Ag -2.75505 1.74776 -1.23675
O 0.21509 -0.11119 1.14399
C 0.01259 0.08308 -0.08485
O 0.96524 0.12672 -0.89511
O -1.13375 -0.07619 -0.51150
H -0.65862 -0.15921 1.53887
C 0.54753 -0.85782 4.43253
O 0.53456 -1.82202 3.34537
H 1.11701 0.00787 4.09435
H -0.42534 -0.55885 4.82272
H 0.92242 -1.32010 5.34568
H 0.57521 -1.31664 2.53018
C 4.21902 1.62813 0.24009
O 3.57735 0.54746 0.86118
H 3.41817 2.29327 -0.08294
H 4.92421 2.14000 0.89494
H 4.74916 1.32008 -0.66110
H 2.71145 0.47599 0.45290
C -0.96267 -5.01800 3.75687
C -1.98991 -4.08156 2.95903
O -2.15824 -2.80652 3.60852
O 0.34264 -4.56024 3.55286
H -1.06481 -6.09807 3.86227
H -1.18049 -4.75530 4.79207
H -2.96292 -4.56151 2.85411
H -1.69494 -3.74795 1.96414
H -2.19092 -2.13322 2.92499
H 0.37583 -3.61866 3.36870
C 2.41821 -0.28813 -5.44438
C 3.27686 0.48179 -4.41427
O 3.14181 0.08976 -3.04468
O 1.11368 -0.01719 -5.06618
H 2.70828 -1.33864 -5.46404
H 2.68538 0.13488 -6.41277
H 2.86051 1.48866 -4.44501
H 4.30836 0.59933 -4.74638
H 2.25903 0.18880 -2.68070
H 0.96952 -0.57626 -4.29921
C 0.56327 -3.14420 -1.78775
C 1.90861 -3.17418 -1.10764
O 2.05742 -2.33193 0.00431
O 0.52472 -1.99478 -2.57573
H -0.14027 -3.13105 -0.95532
H 0.35648 -3.98398 -2.45115
H 2.72615 -2.95055 -1.79301
H 1.93435 -4.25337 -0.95665
H 1.91291 -1.48067 -0.41530
H 0.32001 -1.23976 -2.01926
C 1.54496 3.41545 1.73586
C 1.07064 4.25421 3.00111
O -0.06384 3.79488 3.72340
O 0.80297 3.79726 0.60700
H 1.29420 2.38833 2.00087
H 2.62235 3.56056 1.65666
H 0.91186 5.27463 2.65238
H 1.96973 4.23282 3.61698
H -0.25331 4.30280 4.51569
H 0.10643 3.13675 0.59399
C -4.99838 -0.12410 0.92837
C -3.84886 -0.22241 1.94618
O -2.80051 -1.04622 1.46479
O -4.73273 0.74449 -0.18580
H -5.92799 0.27820 1.33095
H -5.17366 -1.09719 0.46960
H -4.19779 -0.76268 2.82620
H -3.47543 0.75114 2.26379
H -2.55482 -0.66064 0.62066
H -5.57134 1.10918 -0.47794
C -1.62811 2.50246 -4.11629
C -1.36200 3.55721 -3.04611
O -0.84592 2.92966 -1.95038
O -2.55354 1.47639 -3.73006
H -0.72468 1.97323 -4.41932
H -1.91450 3.04337 -5.01823
H -2.33273 3.99792 -2.81904
H -0.65608 4.28793 -3.44087
H -0.04832 2.41690 -2.10033
H -2.59372 0.84162 -4.44911

Atomic partial charges in e from the Löwdin method, atoms 1 to 6:
1 Ag 0.510
2 O 0.146
3 C -0.865
4 O -0.034
5 O -0.057
6 H 0.119

***

2.
# C15H45AsF6O7

C15H45AsF6O7 as an isolated structure at a distorted geometry (wB97M-V/def2-TZVPD, OMol25).

Output
frontier orbital gap = 7.70 eV
charge = 0
relative energy (zero: lowest compared OMol25 entry of this formula, charge and spin) = 6.172 eV

Geometry (Å):
O -13.78125 -9.60129 -13.94121
H -14.47929 -10.25849 -13.99048
H -13.80249 -9.10974 -14.76554
H -12.89003 -9.94792 -13.85643
As -18.21532 -4.51910 -15.87150
F -17.62917 -5.04690 -17.47743
F -16.66418 -3.84854 -15.34338
F -18.82416 -3.93993 -14.29601
F -19.83862 -5.15131 -16.27214
F -17.72146 -6.14591 -15.26337
F -18.62668 -2.90191 -16.61051
C -18.30123 -9.02137 -9.35349
C -18.09707 -7.73588 -8.60342
O -17.76050 -8.03358 -7.22620
H -18.90303 -9.73121 -8.78597
H -17.35147 -9.54680 -9.45333
H -18.65647 -8.86577 -10.37216
H -18.90314 -7.02109 -8.76901
H -17.20434 -7.30558 -9.05727
H -17.37254 -7.21944 -6.89718
C -14.63917 -10.55388 -20.06959
C -13.72297 -9.32179 -19.80085
O -14.18985 -8.78010 -18.60842
H -14.26454 -11.04791 -20.96608
H -15.64629 -10.20746 -20.30157
H -14.65345 -11.26433 -19.24307
H -13.74526 -8.48277 -20.49630
H -12.67489 -9.60489 -19.70350
H -14.91557 -8.17806 -18.78860
C -9.94885 -15.21235 -11.07064
C -9.65746 -13.93612 -11.88747
O -10.73064 -13.04863 -11.59013
H -9.20204 -15.97255 -11.29972
H -10.91749 -15.64927 -11.31342
H -9.87357 -15.03022 -9.99860
H -9.72788 -14.22889 -12.93505
H -8.66315 -13.51154 -11.74898
H -10.52171 -12.59625 -10.76958
C -9.27708 -5.86174 -15.05677
C -8.37084 -7.07116 -15.02873
C -7.52477 -7.19053 -13.75295
O -9.21642 -8.20899 -15.05908
H -8.70019 -4.94210 -15.15454
H -9.79345 -5.71901 -14.10751
H -9.92295 -5.92197 -15.93274
H -7.79337 -7.08031 -15.95315
H -8.10613 -7.11635 -12.83392
H -6.79301 -6.38268 -13.75613
H -6.92017 -8.09506 -13.68683
H -8.79385 -8.83559 -15.65103
C -17.45591 -15.06340 -12.27095
C -16.20489 -14.82790 -13.14351
C -15.80847 -16.07476 -13.94489
O -16.44336 -13.71823 -13.95834
H -17.27046 -15.90865 -11.60818
H -18.32232 -15.34753 -12.86820
H -17.75641 -14.28494 -11.56967
H -15.32019 -14.60494 -12.54710
H -15.29630 -16.81743 -13.33316
H -15.06974 -15.81346 -14.70258
H -16.59753 -16.49610 -14.56776
H -17.05351 -14.02348 -14.63372
C -9.30155 -7.49827 -6.99100
C -10.51528 -8.33194 -7.27141
C -11.56754 -7.79104 -8.21394
O -9.96761 -9.45173 -7.96393
H -8.89574 -7.12095 -7.92964
H -8.58162 -8.18505 -6.54588
H -9.46897 -6.60002 -6.39667
H -11.00841 -8.64364 -6.35067
H -12.06939 -6.93848 -7.75636
H -12.33699 -8.50823 -8.49977
H -11.20245 -7.53255 -9.20792
H -9.24265 -9.90336 -7.52569

Atomic partial charges in e from the Löwdin method, atoms 1 to 6:
1 O 0.409
2 H 0.195
3 H 0.194
4 H 0.193
5 As 0.870
6 F -0.313

***

3.
# C15H45BCoNO9

C15H45BCoNO9 as an isolated structure at a distorted geometry (wB97M-V/def2-TZVPD, OMol25).

Output
2S+1 = 4
frontier orbital gap (spin up / spin down) = 7.85 / 7.16 eV
charge = +1
relative energy (zero: lowest compared OMol25 entry of this formula, charge and spin) = 3.173 eV

Geometry (Å):
Co -11.38909 -5.65604 4.42568
B -11.03503 -4.28378 2.93880
H -11.38167 -3.75294 3.81189
H -11.85594 -4.94562 2.71007
H -10.87211 -3.54294 2.17143
H -10.15343 -4.83279 3.23141
C -7.07264 -3.77172 2.95396
C -7.55914 -2.59996 2.05296
O -8.54544 -2.92283 1.08598
O -6.24703 -4.70630 2.22051
H -7.99660 -4.24625 3.28444
H -6.53367 -3.42135 3.83423
H -6.73061 -2.04379 1.61442
H -8.13088 -1.90392 2.66676
H -9.29004 -3.39025 1.47157
H -5.34502 -4.77810 2.54115
C -8.41414 -2.45339 6.11872
C -8.32555 -1.15218 6.93327
O -7.00870 -0.64864 6.73561
O -7.70176 -3.59853 6.63440
H -7.99309 -2.19262 5.14774
H -9.42636 -2.70023 5.79846
H -8.47171 -1.60976 7.91172
H -9.16102 -0.50546 6.66521
H -6.46464 -1.42853 6.86744
H -8.42718 -4.00215 7.11654
C -15.17064 -3.44463 0.83519
C -13.91459 -2.60206 0.86457
O -13.52548 -2.24135 2.21882
O -15.67790 -3.50134 -0.48345
H -15.96700 -3.05034 1.46641
H -14.83592 -4.45223 1.08175
H -14.09516 -1.62630 0.41358
H -13.00572 -3.09756 0.52316
H -12.77392 -2.83102 2.31390
H -16.51574 -3.94572 -0.33461
C -13.57343 -3.60280 6.03846
O -13.27161 -4.60482 5.10322
C -14.37416 -5.45316 4.79364
C -14.13181 -6.66388 3.84600
N -12.80726 -7.28021 4.16357
C -12.25448 -7.91043 2.95122
C -10.84674 -8.35007 3.06566
O -10.21571 -7.22356 3.66048
C -8.80858 -7.58455 3.87643
H -14.19803 -2.81729 5.61311
H -12.66263 -3.07106 6.31379
H -13.91585 -4.10632 6.94252
H -15.17540 -4.95532 4.24750
H -14.79451 -5.91849 5.68518
H -14.30092 -6.29272 2.83519
H -14.95032 -7.36849 3.99321
H -13.18822 -8.05908 4.68158
H -12.24846 -7.44586 1.96520
H -12.87453 -8.77707 2.72187
H -10.51497 -8.56377 2.04961
H -10.67102 -9.25194 3.65207
H -8.26466 -6.72260 4.26283
H -8.41704 -7.72950 2.86956
H -8.84159 -8.42335 4.57172
C -10.47310 -0.55162 3.55296
C -10.72387 0.62922 4.54816
C -9.74833 1.79732 4.28425
O -12.05688 1.21231 4.45679
H -10.53496 -0.11078 2.55800
H -11.29836 -1.24740 3.40152
H -9.80043 -1.37583 3.79021
H -10.74701 0.15125 5.52750
H -10.23869 2.76909 4.22668
H -9.22237 1.83289 3.33020
H -9.05443 1.76272 5.12414
H -12.20242 1.57999 5.33157

Atomic partial charges in e from the Löwdin method, atoms 1 to 6:
1 Co 0.920
2 B -0.366
3 H -0.013
4 H 0.004
5 H 0.018
6 H -0.016

***

4.
# C15H45BCsN9O6

C15H45BCsN9O6 as an isolated structure at a distorted geometry (wB97M-V/def2-TZVPD, OMol25).

Output
frontier orbital gap = 8.37 eV
charge = 0
relative energy (zero: lowest compared OMol25 entry of this formula, charge and spin) = 0.000 eV

Geometry (Å):
Cs -2.47528 1.85262 -0.32873
B -0.41760 -0.80872 -1.24251
H -1.44051 -0.76361 -1.79707
H -0.29987 0.09814 -0.51797
H -0.31637 -1.81634 -0.63618
H 0.45626 -0.75364 -2.03089
C 0.55765 0.02012 3.31101
C 0.02047 1.43824 3.45708
C 0.34283 1.92225 4.89405
C 1.75088 2.52197 5.04573
C 2.04369 3.54134 3.96856
C 1.82234 3.05539 2.53156
N 0.48674 2.45585 2.52607
O 0.10760 2.16016 1.18188
C 1.85485 4.27763 1.64365
C 2.95100 2.05746 2.19587
C -1.51900 1.40822 3.40290
H 0.05732 -0.73981 3.91467
H 1.63374 -0.07467 3.47257
H 0.38066 -0.37856 2.29919
H -0.34157 2.73185 5.16083
H 0.24082 1.06663 5.55827
H 2.46757 1.69215 5.03603
H 1.80917 2.92709 6.05697
H 3.04993 3.94541 4.12304
H 1.42914 4.42666 4.18321
H 1.11060 5.03717 1.88935
H 2.83867 4.74708 1.70139
H 1.69380 4.05456 0.58552
H 3.78447 2.50333 1.65640
H 3.26294 1.48685 3.06594
H 2.56984 1.31156 1.48447
H -1.93419 1.13528 2.43275
H -1.88303 2.40766 3.64433
H -1.84076 0.68947 4.15579
H 0.80437 1.55450 0.87652
C 1.66516 -3.80796 -3.11660
O 2.18665 -4.64657 -3.83593
N 1.89259 -2.46173 -3.24685
N 0.78442 -4.14558 -2.11990
H 2.40107 -2.22556 -4.07859
H 1.26574 -1.82399 -2.77003
H 0.60263 -5.12121 -1.98979
H 0.55636 -3.42259 -1.46186
C 3.01578 1.18010 -1.22927
O 3.99315 1.90760 -1.29122
N 3.02899 -0.08191 -0.71569
N 1.75146 1.61685 -1.57156
H 3.90023 -0.52474 -0.49759
H 2.16507 -0.59355 -0.64186
H 1.09093 0.86919 -1.70636
H 1.66532 2.53235 -1.96707
C -1.69805 -2.57345 2.04049
O -2.04271 -2.55828 3.20960
N -2.53396 -2.11877 1.03012
N -0.49315 -3.06670 1.63709
H -2.14070 -2.06713 0.10264
H -3.15823 -1.40398 1.35620
H 0.11100 -3.43637 2.34557
H -0.17014 -2.85935 0.70893
C -1.66583 1.03464 -4.59723
O -2.40120 1.68105 -3.85303
N -1.24840 1.56212 -5.79893
N -1.26805 -0.24878 -4.37336
H -0.97699 0.93104 -6.53147
H -1.70378 2.42010 -6.05375
H -1.35022 -0.59407 -3.42806
H -0.76721 -0.70100 -5.11292
C -4.39143 -2.23249 -3.26260
C -3.64723 -3.51828 -3.03685
O -4.13905 -4.59646 -3.81964
H -5.41532 -2.26777 -2.89441
H -4.41722 -1.97680 -4.32406
H -3.82881 -1.43482 -2.77895
H -3.68257 -3.83490 -1.98312
H -2.56538 -3.38774 -3.18078
H -3.43007 -5.19376 -4.06357

Atomic partial charges in e from the Löwdin method, atoms 1 to 6:
1 Cs 1.016
2 B -0.453
3 H -0.044
4 H -0.079
5 H -0.043
6 H -0.039

***

5.
# C15H45FNO17P4

A 5-piece molecular cluster, C15H45FNO17P4 overall (wB97M-V/def2-TZVPD, OMol25).

Output
frontier orbital gap = 7.09 eV
charge = +1

Geometry (Å):
O -8.03827 1.05304 2.81977
C -8.78726 2.11955 2.24917
C -10.11546 2.32835 2.99358
C -11.24485 2.84766 2.09670
N -12.26181 1.79434 1.83784
F -11.74566 0.74222 1.13340
H -8.57791 0.25142 2.73987
H -8.17382 3.00252 2.36507
H -8.93815 1.91291 1.18946
H -9.96152 3.06172 3.77011
H -10.42693 1.38645 3.43454
H -11.80416 3.61305 2.62708
H -10.91328 3.26330 1.15462
H -12.57526 1.41754 2.74152
H -13.09123 2.15085 1.34633
C -5.45977 0.63432 7.83562
O -5.09930 1.49912 6.75115
P -3.77041 1.19366 5.92365
O -3.48461 -0.23402 5.76076
O -2.63280 2.05381 6.59238
C -1.98527 1.55713 7.77276
O -3.99410 2.01020 4.59617
C -4.91917 1.46291 3.64606
H -5.02647 1.00209 8.76562
H -6.54365 0.64645 7.92103
H -5.12829 -0.38670 7.65026
H -2.15619 0.48898 7.90602
H -2.35580 2.10271 8.63972
H -0.91829 1.73193 7.66891
H -5.91129 1.37000 4.08227
H -4.57457 0.48735 3.30327
H -4.95976 2.14621 2.80216
C -1.16482 -0.89619 3.64982
O -0.95546 -1.12930 2.24747
P 0.14579 -0.27496 1.48012
O 1.32870 0.04552 2.27929
O -0.62196 0.96226 0.85995
C -0.87876 2.09347 1.69853
O 0.37886 -1.11624 0.16961
C 1.15319 -2.31993 0.31500
H -1.93013 -0.13673 3.78945
H -1.51009 -1.82332 4.09766
H -0.24227 -0.58823 4.14129
H -0.24889 2.08617 2.58796
H -1.92869 2.09267 1.99392
H -0.66699 2.99303 1.12623
H 0.66353 -3.00651 1.00577
H 2.15329 -2.08290 0.67340
H 1.22275 -2.78273 -0.66509
C 2.59304 -0.30296 -6.86759
O 2.19906 -1.11419 -5.75529
P 3.05211 -1.05933 -4.40929
O 3.60731 0.26221 -4.10820
O 4.09174 -2.24273 -4.49666
C 5.30115 -2.03904 -5.24062
O 2.05249 -1.66396 -3.35469
C 0.97125 -0.82051 -2.92665
H 3.28022 -0.85647 -7.50807
H 1.69648 -0.06203 -7.43338
H 3.06180 0.62147 -6.53206
H 5.49129 -0.98115 -5.42113
H 5.22926 -2.56388 -6.19228
H 6.12995 -2.45197 -4.67270
H 0.34418 -0.54258 -3.77529
H 1.35632 0.07384 -2.44031
H 0.37988 -1.38480 -2.21957
C 10.72109 -3.08510 -3.78808
O 10.75491 -1.70967 -4.18500
P 10.27998 -1.30436 -5.65120
O 9.17185 -2.11340 -6.16867
O 11.58526 -1.28342 -6.53846
C 12.08519 -2.51835 -7.06262
O 10.01479 0.23802 -5.50417
C 8.82577 0.62805 -4.80192
H 11.67385 -3.56304 -4.01773
H 10.56006 -3.11354 -2.71346
H 9.91000 -3.61713 -4.28420
H 11.33061 -3.30434 -7.03013
H 12.96062 -2.82257 -6.48940
H 12.37489 -2.35249 -8.09670
H 8.84414 0.25418 -3.77805
H 7.94167 0.25499 -5.31666
H 8.80502 1.71305 -4.78697

Atomic partial charges in e from the Löwdin method, atoms 1 to 6:
1 O -0.055
2 C -0.234
3 C -0.127
4 C -0.082
5 N 0.101
6 F 0.092

***

6.
# C15H45NO12

A 7-piece molecular cluster, C15H45NO12 overall at a distorted geometry (wB97M-V/def2-TZVPD, OMol25).

Output
frontier orbital gap = 9.55 eV
SMILES = COC[C@H](C)N.OCCO.OCCO.OCCO.OCCO.OCCO.CO
charge = 0
relative energy (zero: lowest compared OMol25 entry of this formula, charge and spin) = 0.000 eV

Geometry (Å):
C 0.78864 4.76785 0.91042
C 2.09318 4.31236 0.32291
O 2.67653 3.24108 1.05544
O 1.01106 5.23715 2.25382
H 0.06065 3.94969 0.92731
H 0.38867 5.57921 0.29223
H 2.81715 5.12652 0.32883
H 1.91302 4.00416 -0.71555
H 2.00659 2.54566 1.07826
H 0.31004 5.85785 2.46675
C -3.40985 4.58307 -1.84228
C -2.16045 4.48140 -0.99739
O -1.13945 3.78540 -1.66729
O -4.43213 5.20098 -1.05910
H -3.69614 3.57680 -2.17121
H -3.19181 5.17144 -2.74248
H -2.41786 3.99863 -0.04598
H -1.81888 5.48406 -0.73264
H -1.29791 2.84331 -1.54052
H -5.28696 4.85933 -1.32967
C 0.09826 0.16058 1.99487
C -1.32390 0.68440 1.82534
O -1.35364 1.73391 0.87918
O 1.00691 1.25162 2.10666
H 0.40258 -0.37729 1.09495
H 0.17098 -0.52762 2.83851
H -1.67604 1.03459 2.80008
H -1.97286 -0.14243 1.51066
H -1.86078 1.46144 0.10314
H 1.08351 1.54613 3.01921
C 2.72790 -3.73512 -2.06573
C 2.98707 -3.87457 -3.54479
O 2.78509 -2.69971 -4.28776
O 3.64147 -2.83748 -1.46052
H 2.77498 -4.74690 -1.64952
H 1.70205 -3.40529 -1.86650
H 2.35819 -4.65137 -3.99069
H 4.01579 -4.24711 -3.67776
H 3.28509 -2.00006 -3.85234
H 3.18323 -1.99088 -1.41342
C -3.26498 0.52611 -3.96149
C -2.01301 0.79056 -3.18444
O -2.32811 0.94193 -1.77600
O -3.88610 -0.64042 -3.40608
H -3.01932 0.36325 -5.01260
H -3.95149 1.37311 -3.87362
H -1.59989 1.74175 -3.53014
H -1.27603 0.00005 -3.30766
H -3.11617 0.40132 -1.63354
H -4.19052 -1.20094 -4.12318
C 1.49873 0.38823 -1.28699
O 1.05535 -0.88390 -1.73630
H 2.13715 0.33407 -0.40410
H 1.96419 0.92298 -2.11251
H 0.63816 1.02587 -1.03044
H 0.45910 -1.24131 -1.07031
C 0.54311 -3.42537 1.29712
C 0.34914 -4.15588 2.61628
C 0.69066 -3.24897 3.79562
O 0.74166 -3.95502 5.00737
C 2.04918 -4.37369 5.38209
N -1.03452 -4.66396 2.68126
H 0.42040 -4.14213 0.48487
H 1.49383 -2.89920 1.23059
H -0.26014 -2.68940 1.15684
H 0.99703 -5.03843 2.61626
H -0.15586 -2.55343 3.88476
H 1.60034 -2.67332 3.58914
H 2.39142 -5.20205 4.75348
H 1.97896 -4.68972 6.41792
H 2.76218 -3.55108 5.27865
H -1.25083 -4.92029 3.64111
H -1.67363 -3.90349 2.46061

Atomic partial charges in e from the Löwdin method, atoms 1 to 6:
1 C -0.243
2 C -0.243
3 O -0.071
4 O -0.065
5 H 0.099
6 H 0.114